Below is a structure of composition C12H43BO13 at a distorted geometry, with properties calculated with ωB97M-V/def2-TZVPD.

Geometry as ORCA input:
```
! wB97M-V def2-TZVPD RIJCOSX def2/J DEFGRID3
* xyz 0 1
O 18.400 7.716 9.683
H 18.329 8.220 10.497
H 19.207 7.202 9.619
H 17.613 7.181 9.555
B 19.960 6.486 8.888
H 20.005 7.545 9.093
H 19.012 6.261 8.425
H 20.726 6.189 8.188
H 20.009 5.892 9.787
C 21.854 9.900 7.410
C 21.275 8.955 8.475
O 21.495 7.547 8.373
O 23.251 10.145 7.520
H 21.428 10.901 7.465
H 21.699 9.404 6.452
H 20.193 9.035 8.380
H 21.453 9.275 9.502
H 20.600 7.199 8.400
H 23.819 9.371 7.485
C 22.705 6.073 10.662
C 23.381 6.922 9.598
O 23.207 6.443 8.308
O 21.354 6.430 10.898
H 23.201 6.327 11.599
H 22.925 5.013 10.532
H 24.466 7.005 9.664
H 23.052 7.960 9.541
H 22.448 6.894 7.931
H 20.919 6.521 10.047
C 20.228 8.086 11.450
C 19.156 9.075 11.995
O 18.122 9.343 11.053
O 19.733 6.805 11.420
H 21.244 8.169 11.837
H 20.286 8.322 10.387
H 19.596 10.007 12.350
H 18.594 8.667 12.836
H 17.729 10.185 11.295
H 20.389 6.222 11.031
C 18.856 4.083 9.588
C 19.758 3.973 10.872
O 20.405 2.712 10.841
O 19.711 4.324 8.519
H 18.213 4.954 9.717
H 18.262 3.194 9.379
H 19.125 3.943 11.759
H 20.395 4.833 11.080
H 21.038 2.710 10.119
H 19.860 5.271 8.485
C 19.500 6.721 5.578
C 20.027 7.946 6.261
O 19.178 8.144 7.376
O 19.935 5.529 6.228
H 19.710 6.731 4.509
H 18.414 6.808 5.543
H 20.041 8.770 5.549
H 21.066 7.884 6.584
H 19.263 7.408 7.986
H 19.707 5.614 7.157
C 17.951 3.612 6.984
C 17.376 4.989 7.390
O 16.185 4.821 8.240
O 17.136 2.876 6.050
H 18.072 2.946 7.838
H 18.927 3.742 6.517
H 17.147 5.709 6.605
H 18.184 5.462 7.948
H 15.460 4.556 7.670
H 16.468 2.406 6.554
*
```

The calculation puts the orbital gap at 9.0 eV. The calculation puts the largest force on an atom at 19.6 eV Å⁻¹. As for the calculated total energy: -1484.6804 hartree. Its HOMO energy is -9.143 eV. The LUMO energy comes out at -0.19 eV.

Here are the Mulliken charges for atoms 1 to 8, given in e: O -0.287; H 0.944; H -0.903; H 0.350; B -0.957; H 0.381; H -0.193; H 2.460